Entry from the Open Molecules 2025 dataset: a molecular structure, C21H40CaF3O11S3 (ωB97M-V with the def2-TZVPD basis set).

Structure (XYZ):
```
79
Properties=species:S:1:pos:R:3:lowdin_charge:R:1
Ca -3.75424 -27.25211 -0.46065 1.427
C -3.32552 -24.31361 2.49559 -0.023
C -3.28950 -25.60521 1.72994 -0.715
O -2.37238 -25.83876 0.86254 -0.186
O -4.29912 -26.33937 1.66196 -0.102
H -2.38623 -24.03398 2.98184 0.067
H -4.07483 -24.43186 3.28206 0.071
H -3.58234 -23.37183 2.00602 0.065
C -7.39930 -27.88209 -0.81323 -0.475
O -7.65811 -28.95504 -1.72969 -0.125
O -6.17365 -27.99794 -0.33281 -0.212
C -7.67359 -26.50268 -1.63770 -0.519
F -8.96042 -26.05260 -1.66945 0.089
F -6.95168 -25.48041 -1.18431 0.126
F -7.34130 -26.77419 -2.91632 0.100
C -8.92833 -29.55969 -1.71548 -0.280
C -8.93039 -30.61841 -2.81423 -0.073
H -9.94310 -30.64939 -3.22170 0.064
H -8.21673 -30.41662 -3.61011 0.055
H -8.67474 -31.58504 -2.37706 0.070
H -9.71362 -28.83710 -1.97211 0.109
H -9.14798 -30.01813 -0.74626 0.117
H -8.06553 -27.97278 0.06119 0.141
C -1.07059 -29.47588 1.39751 -0.085
C -2.12686 -29.90859 0.36599 -0.656
C -2.08090 -31.43148 0.07028 -0.075
O -3.34397 -29.33123 0.70600 -0.377
H -1.44747 -29.68725 2.39700 0.074
H -0.84612 -28.41455 1.28803 0.048
H -0.19019 -30.06896 1.11335 0.049
H -1.85627 -29.48369 -0.62678 0.085
H -1.07905 -31.80295 0.28994 0.047
H -2.40627 -31.57351 -0.96106 0.052
H -2.80410 -31.97739 0.68391 0.064
C 1.62521 -26.42606 -1.27783 -0.210
C 1.19874 -27.91159 -1.40623 -0.215
C 0.37123 -28.00150 -2.67901 -0.174
S -0.70331 -26.48200 -2.55543 0.709
O -1.93832 -26.80683 -1.89351 -0.428
O -0.78275 -25.79442 -3.83315 -0.342
C 0.36144 -25.56066 -1.39754 -0.195
H 2.39837 -26.21694 -2.01791 0.108
H 1.91976 -26.17862 -0.25748 0.112
H 0.62192 -28.06353 -0.48648 0.098
H 1.98540 -28.65086 -1.26043 0.116
H -0.31693 -28.84303 -2.72612 0.084
H 0.99849 -27.83164 -3.55252 0.100
H -0.17723 -25.54862 -0.44720 0.095
H 0.37069 -24.54424 -1.78492 0.101
C -5.00339 -21.77467 -3.07752 -0.197
C -4.58403 -22.61140 -4.28995 -0.214
C -4.12372 -24.03474 -3.90205 -0.212
S -3.73444 -23.93757 -2.16053 0.696
O -2.40093 -23.35774 -2.08972 -0.299
O -4.03929 -25.14557 -1.44597 -0.393
C -5.04365 -22.70375 -1.83752 -0.192
H -5.96711 -21.27961 -3.17883 0.108
H -4.25648 -21.01309 -2.85564 0.107
H -3.66951 -22.15306 -4.69412 0.106
H -5.12275 -22.53910 -5.23504 0.110
H -3.31272 -24.56379 -4.39507 0.100
H -5.08159 -24.56153 -3.96164 0.103
H -4.95677 -22.43601 -0.78561 0.110
H -5.97971 -23.26783 -1.87301 0.093
C -4.47766 -28.81710 -6.24020 -0.227
C -5.63695 -29.58470 -5.59369 -0.220
C -5.25262 -30.04058 -4.16058 -0.157
S -3.79413 -28.98776 -3.71660 0.725
O -2.54765 -29.76318 -3.74672 -0.329
O -4.03909 -28.20577 -2.52791 -0.430
C -3.91724 -27.88066 -5.14996 -0.193
H -4.76317 -28.40278 -7.20904 0.109
H -3.72303 -29.52628 -6.59678 0.111
H -6.09022 -30.40159 -6.16207 0.109
H -6.53122 -28.95355 -5.58853 0.110
H -5.05171 -31.05610 -3.84220 0.111
H -5.93351 -29.49395 -3.49958 0.075
H -2.95318 -27.42824 -5.36449 0.104
H -4.70793 -27.18735 -4.86243 0.100
```

Summary:
- net charge = -1
- Kohn-Sham gap (eV) = 5.38
- HOMO energy (eV) = -3.31
- LUMO energy (eV) = 2.0773
- M (g mol⁻¹) = 661.8